[1]
This record from the Open Molecules 2025 dataset describes 12 unconnected molecules or ions with the total composition C30H89N5O15. The level of theory is ωB97M-V with the def2-TZVPD basis set.

The calculation puts the energy above the lowest of the compared OMol25 structures with the same formula, charge and spin at 0.0 kJ/mol. The calculation puts the orbital gap at 9.6 eV. The calculation puts the total energy at -70709.721 eV. Its SMILES is COC[C@H](C)N.COC[C@H](C)N.COC[C@H](C)N.COC[C@H](C)N.COC[C@H](C)N.OCCO.OCCO.OCCO.CO.CO.CO.CO. For the HOMO energy, the calculation gives -0.3333 Eh.

The geometry in XYZ format:
```
139
Properties=species:S:1:pos:R:3:forces:R:3:lowdin_charge:R:1
C 18.19797 11.81955 9.11432 -0.03 1.39 0.49 -0.0916
O 17.05765 11.22915 9.65768 -0.64 -0.86 -0.83 -0.1765
C 16.40686 12.13790 10.49997 -0.16 0.17 0.00 -0.1910
C 15.21596 11.47430 11.14871 -0.36 -1.69 0.00 -0.3785
C 14.24897 10.91671 10.08386 -0.23 -0.32 -0.08 -0.0259
N 14.56335 12.43451 12.04885 -0.67 0.52 -1.06 0.0728
H 17.95387 12.78274 8.61926 0.02 -0.22 0.16 0.0943
H 18.65224 11.20173 8.37324 0.26 -0.78 -0.30 0.0616
H 18.86856 12.05023 9.94906 0.44 0.01 -0.33 0.0856
H 17.12309 12.33054 11.30415 -0.24 1.01 -0.11 0.1080
H 16.07288 13.02795 9.87555 0.52 -0.61 1.02 0.1291
H 15.64111 10.62562 11.74645 -0.52 0.66 -0.38 0.1289
H 13.31239 10.58080 10.50712 -0.50 0.05 0.81 0.0640
H 14.55359 10.01261 9.52620 0.66 0.95 0.11 0.0624
H 13.92127 11.71252 9.40376 0.36 -0.05 -0.25 0.0784
H 13.69724 12.06978 12.47129 0.59 -0.22 0.04 0.0587
H 14.14909 13.12966 11.39286 0.49 -0.17 0.71 0.0742
C 13.98819 11.55584 6.20140 1.50 0.37 0.48 -0.1226
O 13.12165 12.39939 6.92508 -1.04 -0.51 0.21 -0.2125
C 11.85526 11.67522 7.19884 1.24 1.16 0.03 -0.1451
C 10.73561 12.67444 7.56082 1.63 -0.53 -0.74 -0.4517
C 11.24770 13.55986 8.65245 0.09 -0.27 0.61 -0.0461
N 9.57228 11.93345 7.93108 -0.50 -0.59 0.31 0.0494
H 14.18710 10.64241 6.75491 -0.15 -0.44 -0.03 0.0667
H 15.00315 11.98610 6.03288 -0.75 0.36 0.58 0.0987
H 13.65730 11.36964 5.20308 -0.75 -0.45 -0.72 0.0755
H 11.67260 11.09329 6.32109 -0.64 -0.37 -0.72 0.1085
H 11.98625 10.96502 8.00865 0.15 0.06 0.38 0.0938
H 10.55838 13.24725 6.65668 -0.03 0.48 -0.21 0.1360
H 11.31661 13.00064 9.59803 0.04 0.07 -0.18 0.0827
H 10.57877 14.37759 8.79574 -0.57 0.75 0.29 0.0757
H 12.22454 13.95562 8.41347 0.19 0.04 -0.06 0.0563
H 9.03332 12.33006 8.69320 0.04 0.05 -0.38 0.0729
H 9.01488 11.74193 7.11363 -0.39 -0.06 0.27 0.0770
C 16.38602 7.82022 8.35208 1.28 -0.26 -2.14 -0.1038
O 15.14619 8.42388 8.15770 -0.38 0.09 0.17 -0.2119
C 14.14943 7.67632 8.76023 -1.43 -0.70 0.51 -0.2538
C 12.76796 8.19598 8.26339 1.51 -1.39 0.78 -0.4361
C 11.66796 7.53224 9.11885 2.71 -0.55 0.67 -0.0273
N 12.63058 7.86463 6.86892 -0.63 -0.10 -0.64 0.0469
H 16.47397 7.17587 9.24196 -0.05 0.47 -0.22 0.0994
H 17.12163 8.61892 8.27939 0.23 0.02 0.70 0.0789
H 16.59624 7.24327 7.40691 -0.07 -0.22 1.01 0.1052
H 14.23613 6.58352 8.51751 0.01 0.62 0.13 0.1407
H 14.22573 7.78057 9.86105 0.05 -0.16 -0.17 0.1086
H 12.92068 9.26348 8.38503 -0.87 0.25 -0.03 0.0872
H 10.71918 7.91486 8.92376 -1.61 0.59 -0.29 0.0501
H 11.96115 7.67975 10.18802 -0.57 -0.08 -0.65 0.0764
H 11.70188 6.42957 8.94589 -0.17 0.75 0.02 0.0944
H 13.37643 8.28087 6.32388 0.03 -0.07 0.04 0.0665
H 12.67977 6.84843 6.75644 -0.01 0.43 -0.06 0.0802
C 8.52924 16.26034 13.09352 0.29 -1.00 -1.42 -0.0639
O 9.30871 15.11130 12.64417 -1.47 1.85 -0.34 -0.1897
C 9.99890 14.47742 13.64405 1.56 -1.25 0.00 -0.2418
C 10.86847 13.37291 12.95983 -0.76 0.59 0.54 -0.4542
C 10.00173 12.32096 12.33517 -1.34 -0.72 0.86 -0.0718
N 11.76344 12.74606 13.88586 0.59 -0.52 -0.26 0.0497
H 7.77258 15.93816 13.80820 0.03 0.13 0.17 0.0844
H 8.04287 16.66748 12.18963 0.09 -0.33 0.43 0.0902
H 9.16846 17.04885 13.47098 0.25 0.03 0.44 0.0783
H 10.69030 15.14780 14.18178 -0.21 0.09 0.01 0.1206
H 9.34919 13.96262 14.37257 -0.06 0.22 0.02 0.1274
H 11.44326 13.79998 12.13931 0.18 0.45 0.12 0.1249
H 9.18837 11.91879 13.02212 1.11 0.38 -0.38 0.1048
H 10.64419 11.49682 12.03968 -0.15 -0.19 -0.37 0.0679
H 9.43529 12.73860 11.52059 0.02 0.03 -0.60 0.0601
H 11.31644 12.04188 14.45438 0.16 0.31 0.36 0.0809
H 12.40488 13.37359 14.34590 -0.14 -0.12 0.27 0.0664
C 20.62250 16.10393 9.99264 -1.65 -2.17 0.55 -0.0649
O 20.87070 14.70884 9.63865 0.06 0.86 0.14 -0.2095
C 21.98222 14.55892 8.78255 -0.69 2.25 -0.78 -0.1894
C 21.71675 15.17196 7.36753 0.68 -0.29 -0.33 -0.4338
C 20.43457 14.74329 6.70576 -1.15 -0.64 1.11 -0.0649
N 22.87065 14.75970 6.53559 0.28 -0.44 1.56 0.0248
H 20.18309 16.68169 9.19806 -0.09 0.11 -0.62 0.0757
H 21.49632 16.59368 10.35243 0.88 0.29 0.43 0.0813
H 19.84243 15.97930 10.77486 0.57 0.51 -0.26 0.0893
H 22.79331 15.18811 9.19183 0.26 -0.62 0.01 0.1236
H 22.25156 13.52330 8.69642 0.07 -0.49 0.08 0.1122
H 21.63146 16.26344 7.41808 0.35 0.10 0.46 0.1222
H 19.55145 14.92327 7.36910 0.71 -0.02 -0.41 0.0816
H 20.44351 13.68694 6.49147 0.08 -0.59 0.00 0.0666
H 20.22802 15.22476 5.76952 0.15 0.56 -0.49 0.0679
H 23.76786 14.89809 7.04084 -0.91 0.11 -0.79 0.0839
H 22.86584 15.20487 5.64593 0.25 0.44 -0.54 0.0538
O 16.16023 13.96852 13.91087 0.04 -0.07 0.12 -0.1096
C 15.31802 14.76084 14.71346 -0.19 1.26 -0.51 -0.2068
C 14.46585 15.75966 13.83920 0.51 0.37 0.78 -0.2452
O 13.91607 15.11474 12.75816 -0.95 -0.82 -1.44 -0.1150
H 15.65603 13.30794 13.37975 -0.35 0.13 -0.03 0.0559
H 14.69129 14.18323 15.39872 -0.26 -0.29 -0.36 0.1078
H 15.96169 15.33855 15.37362 0.17 0.16 0.02 0.1114
H 15.00503 16.62310 13.42651 0.69 -0.11 0.63 0.1159
H 13.63672 16.22152 14.41091 0.33 -0.45 0.09 0.1158
H 14.51684 15.04416 11.98011 -0.36 0.08 0.98 0.0623
O 18.28344 14.38052 12.20933 -0.10 0.09 0.42 -0.1085
C 19.06962 13.27328 12.68827 0.90 0.83 -1.34 -0.2224
C 20.20832 13.70864 13.61355 -1.07 -0.07 0.36 -0.2463
O 21.29472 14.32322 12.97756 0.50 -0.07 -0.50 -0.0570
H 17.46472 14.47299 12.73772 0.44 -0.25 0.17 0.0466
H 18.47000 12.46339 13.09035 -0.16 -0.05 0.19 0.1027
H 19.56228 12.97905 11.75252 -0.03 -0.71 0.22 0.1041
H 20.57949 12.86458 14.20866 -0.06 0.14 -0.15 0.1218
H 19.75912 14.45283 14.25405 -0.20 0.14 0.81 0.1086
H 21.00059 14.64601 12.12125 0.01 0.01 -0.17 0.0419
O 16.27731 17.03590 9.00402 -0.14 0.18 0.79 -0.0427
C 16.17881 15.64174 8.90899 0.79 -1.80 -1.74 -0.2749
C 14.74848 15.11241 8.86091 1.22 1.57 -0.63 -0.2406
O 14.23242 15.17576 10.15633 -1.07 -0.17 0.96 -0.0895
H 16.38912 17.18512 9.94860 0.00 0.52 -0.09 0.0869
H 16.61577 15.33977 7.93316 0.00 0.29 0.29 0.1219
H 16.80751 15.12132 9.65686 -0.45 0.26 0.00 0.1141
H 14.71624 14.11382 8.43194 -0.16 -0.26 0.30 0.1019
H 14.23919 15.79392 8.16302 -0.27 -0.27 0.21 0.1354
H 13.68270 15.95655 10.32145 0.15 -0.33 -0.35 0.1172
C 18.81133 8.73047 11.33652 -0.14 0.04 0.85 -0.1604
O 19.98937 9.03663 10.62226 -0.18 0.10 -0.17 -0.1184
H 18.89262 7.72907 11.75537 0.04 -0.15 0.18 0.0729
H 18.64341 9.44255 12.17141 0.06 -0.26 -0.44 0.0779
H 17.94345 8.73509 10.68788 -0.27 0.17 -0.07 0.0528
H 19.68293 9.24875 9.73668 0.54 0.17 -0.37 0.0238
C 12.96787 9.06522 13.46622 -0.18 1.81 -1.32 -0.1496
O 13.87054 8.41453 12.57741 0.07 -0.09 -0.26 -0.1415
H 13.20540 10.17704 13.54735 -0.34 -1.22 -0.10 0.0737
H 11.93666 8.95389 13.09632 0.17 0.12 0.26 0.0793
H 13.03128 8.65184 14.44558 0.26 -0.58 0.62 0.0644
H 13.62341 8.60423 11.65055 0.13 0.06 0.85 0.0362
C 21.46514 10.46672 7.67982 -0.91 -1.17 -0.88 -0.0924
O 20.34811 9.50463 7.71760 0.39 1.09 0.51 -0.1713
H 21.02639 11.40808 8.05341 0.59 -0.34 -0.35 0.0615
H 22.29352 10.09019 8.32029 -0.48 0.54 -0.43 0.0914
H 21.73398 10.47197 6.58194 0.24 0.72 1.34 0.0960
H 20.75116 8.67281 7.50866 0.07 -0.82 -0.13 0.0621
C 16.77076 10.44604 15.45584 -0.44 -0.54 -0.05 -0.1518
O 16.59156 10.57178 14.05820 -0.19 -0.81 -0.90 -0.1628
H 15.80862 10.67385 15.94810 0.45 0.03 0.19 0.0747
H 17.07534 9.40500 15.76604 0.03 1.12 -0.26 0.0939
H 17.51835 11.21428 15.66654 -0.07 -0.36 0.57 0.0776
H 16.18942 9.76491 13.68170 0.18 0.54 0.39 0.0704
```
Forces are in eV/Å.

[2]
This record from the Open Molecules 2025 dataset describes a gas-phase ion, C4H5N2 (charge +1). The level of theory is ωB97M-V with the def2-TZVPD basis set.

As for the total charge: +1. The calculation puts the energy above the lowest of the compared OMol25 structures with the same formula, charge and spin at 213.5 kJ/mol. The calculation puts the orbital gap at 10.2 eV. The calculation puts the total energy at -7198.339 eV. Its SMILES is C=C1C[C@@H]1[N+]#N. For the HOMO energy, the calculation gives -0.5734 Eh.

The geometry in XYZ format:
```
11
Properties=species:S:1:pos:R:3:forces:R:3:nbo_charge:R:1
C 1.90782 -0.13587 -0.19365 0.81 0.11 -0.11 -0.3028
C 0.65372 -0.35304 0.03063 -1.97 0.82 -0.58 0.0853
C -0.60122 -1.01911 0.23258 0.19 -0.30 0.01 -0.3697
C -0.68286 0.52770 0.26851 2.24 -1.49 2.51 -0.2526
N -1.47535 1.23827 -0.52471 -2.61 2.25 -2.51 0.1588
N -2.20989 1.88619 -1.05714 1.77 -1.48 0.93 0.3214
H 2.60432 -0.95702 -0.27943 -0.02 -0.22 0.09 0.2596
H 2.33177 0.85108 -0.29447 -0.14 0.15 -0.05 0.2509
H -0.81035 -1.51035 1.17628 -0.05 0.11 0.06 0.2758
H -1.05573 -1.51000 -0.62006 -0.03 0.09 -0.14 0.2717
H -0.66224 0.98216 1.26148 -0.19 -0.04 -0.21 0.3017
```
Forces are in eV/Å.